(1)
{"formula": "C4H2F2O", "method": "the ωB97M-V functional and the def2-TZVPD basis", "elements": ["F", "C", "C", "O", "C", "C", "F", "H", "H"], "xyz": [[-1.591210, -1.283063, -0.020775], [-0.430553, -0.666022, 0.044053], [0.804554, -1.247751, 0.018106], [1.764322, -0.200318, -0.022096], [1.109897, 0.958420, 0.006056], [-0.223969, 0.725955, -0.033422], [-1.147352, 1.655417, 0.011518], [1.240821, -2.213645, 0.029363], [1.732089, 1.841395, 0.021956]], "forces_ev_per_angstrom": [[-0.54, -0.16, 0.21], [1.36, -0.80, -0.69], [0.82, 2.29, 0.00], [-0.85, -2.16, 0.40], [-0.15, 0.24, -0.42], [0.84, 0.58, 0.67], [-0.99, 0.58, -0.10], [-0.13, -0.59, -0.03], [-0.35, 0.02, -0.04]], "smiles": "Fc1cocc1F", "e_lumo_ev": 0.9, "spin_multiplicity": 1, "homo_lumo_gap_ev": 10.1, "relative_energy_ev": 0.516}

(2)
{"formula": "C4H2F4", "method": "the ωB97M-V functional and the def2-TZVPD basis", "elements": ["C", "C", "C", "C", "F", "F", "F", "F", "H", "H"], "xyz": [[0.738326, 0.027037, -0.697847], [1.232158, -1.144273, 0.166980], [-0.310285, 0.536130, 0.251208], [-1.550509, 0.007540, 0.318972], [2.461380, -1.153188, 0.679721], [0.072686, 1.558140, 1.012187], [-2.485973, 0.345450, 1.218670], [-1.967009, -0.952418, -0.449360], [1.465431, 0.961231, -0.833449], [0.343794, -0.185649, -1.667083]], "forces_ev_per_angstrom": [[3.05, 2.89, 1.59], [-0.48, -1.71, -0.23], [-1.55, -0.79, -0.83], [0.74, 1.15, 1.43], [-0.99, 1.51, -1.09], [-0.18, 0.15, 0.53], [0.82, -0.03, -0.81], [-0.02, -0.38, -0.35], [-1.15, -1.93, 0.18], [-0.22, -0.88, -0.41]], "e_lumo_ev": -0.4, "spin_multiplicity": 1, "homo_lumo_gap_ev": 8.8, "relative_energy_ev": 2.671}

(3)
{"formula": "C4H2F4", "method": "the ωB97M-V functional and the def2-TZVPD basis", "elements": ["F", "C", "C", "C", "F", "C", "F", "F", "H", "H"], "xyz": [[1.721084, -1.534062, 0.000331], [1.623955, -0.148931, -0.097592], [0.002067, 0.086529, 0.048339], [-1.101986, -0.684103, 0.002890], [-1.612406, -1.873097, 0.162453], [-1.305700, 0.764353, 0.045031], [-1.808851, 1.463265, 1.104054], [-1.764597, 1.430196, -1.064028], [2.214126, 0.311533, 0.851752], [2.032313, 0.184314, -1.053229]], "forces_ev_per_angstrom": [[0.27, 0.63, -0.25], [-1.59, 0.63, 3.11], [1.26, -2.07, -0.99], [1.70, 2.29, 1.23], [-0.01, 0.09, -0.41], [-0.48, -0.36, -0.52], [0.42, -0.32, -0.25], [0.13, -0.05, 0.31], [-1.46, -0.89, -2.42], [-0.24, 0.06, 0.18]], "smiles": "FCC1=C(F)C1(F)F", "e_lumo_ev": 0.5, "spin_multiplicity": 1, "homo_lumo_gap_ev": 11.5, "relative_energy_ev": 1.315}

(4)
{"formula": "C4H2FNOS", "method": "the ωB97M-V functional and the def2-TZVPD basis", "elements": ["F", "C", "C", "O", "C", "N", "C", "S", "H", "H"], "xyz": [[1.274894, 2.027062, 0.000150], [0.543094, 0.913510, -0.002127], [-0.787693, 1.002719, 0.001286], [-1.562947, -0.109582, -0.003368], [-0.908310, -1.283871, 0.000573], [0.352614, -1.472708, 0.000094], [1.223429, -0.370309, -0.002473], [2.844751, -0.534313, -0.000664], [-1.368216, 1.932312, 0.001547], [-1.611616, -2.104822, 0.004979]], "forces_ev_per_angstrom": [[-0.16, -0.11, 0.00], [0.17, 0.09, 0.02], [-0.30, 0.69, -0.04], [0.00, -0.06, 0.03], [0.44, -0.15, -0.01], [-0.46, 0.20, 0.00], [0.23, -0.14, 0.01], [-0.35, 0.05, -0.01], [0.40, -0.47, 0.01], [0.03, -0.10, -0.01]], "smiles": "Fc1cocnc1=S", "e_lumo_ev": -0.7, "spin_multiplicity": 1, "homo_lumo_gap_ev": 8.1, "relative_energy_ev": 0.025}

(5)
{"formula": "C4H2FO4", "method": "the ωB97M-V functional and the def2-TZVPD basis", "elements": ["C", "C", "C", "C", "O", "O", "O", "O", "F", "H", "H"], "xyz": [[-1.340471, -0.167024, -0.087418], [-1.260462, -1.342720, 0.477169], [-0.616981, 1.249012, 0.355755], [1.811067, -0.170719, -0.441185], [-1.215884, -2.340788, 1.149987], [-1.328038, 2.188167, 0.563474], [1.126067, -0.777349, -1.261438], [0.604057, 1.136564, 0.447146], [-2.297822, 0.130480, -1.008786], [1.906418, -0.494642, 0.588549], [2.612053, 0.589014, -0.783252]], "forces_ev_per_angstrom": [[0.71, 3.78, 0.10], [-0.43, -2.25, 1.01], [-0.28, -2.75, -0.91], [0.15, -0.17, -1.34], [0.31, 0.21, -0.25], [-1.71, 1.51, 0.33], [0.79, 0.14, 0.21], [1.67, 0.89, 0.64], [-0.44, -0.35, -0.54], [0.34, -0.38, 0.29], [-1.11, -0.64, 0.46]], "s_squared": 2.009, "e_lumo_ev": [4.0, 2.4], "spin_multiplicity": 3, "homo_lumo_gap_ev": [6.8, 7.7], "charge": -1}

(6)
{"formula": "C4H2I3NS", "method": "the ωB97M-V functional and the def2-TZVPD basis", "elements": ["C", "C", "C", "C", "N", "S", "I", "I", "I", "H", "H"], "xyz": [[0.194410, -1.066865, 1.744134], [-0.205722, 0.854060, -0.709952], [1.033606, 0.391416, -0.098265], [-1.191422, -0.035398, -0.536822], [0.946555, -0.358765, 1.086323], [-0.785008, -1.761425, 2.721764], [2.363999, 1.997883, 0.233496], [1.833047, -1.134139, -1.626577], [-3.125550, 0.233735, -1.354394], [-0.089476, 1.854854, -1.275080], [-0.974444, -0.975360, -0.184622]], "forces_ev_per_angstrom": [[1.60, 2.50, -1.39], [-1.03, 0.63, -0.44], [1.75, -1.41, 0.18], [-1.24, 3.52, -2.39], [-1.25, -1.43, 1.18], [-0.19, -0.64, 0.30], [0.40, 0.20, -0.03], [0.26, 0.59, 0.30], [0.72, -0.15, 0.37], [-0.96, -1.91, 0.99], [-0.05, -1.90, 0.92]], "e_lumo_ev": -1.2, "spin_multiplicity": 1, "homo_lumo_gap_ev": 7.9, "relative_energy_ev": 0.000}